# 1
Here is the molecule C5H7NO from the Open Molecules 2025 dataset. Energies are from the ωB97M-V functional and the def2-TZVPD basis.

Atoms and positions in Å:
C -1.6207 -1.1757 -0.0470
C -0.6157 -0.1713 0.5138
C 0.8265 -0.4684 0.1524
C 1.6183 0.7691 -0.3212
O 2.7856 0.8744 -0.5007
C -1.0031 1.2499 0.0382
N -0.1767 2.0173 -0.4247
H -2.6399 -0.8733 0.2100
H -1.4375 -2.1797 0.3490
H -1.5491 -1.2246 -1.1399
H -0.7304 -0.1235 1.6036
H 1.3944 -0.8818 0.9898
H 0.8897 -1.1708 -0.6869
H 0.7005 2.3936 -0.7715

Properties
spin multiplicity = 1
orbital gap (spin up / spin down) = 7.7 / 7.7 eV
strongest force on any atom = 0.85 eV/Å
charge = 0
total energy = -8831.7006 eV

These are the Mulliken partial charges, in e, on atoms 1 to 4: C -1.45; C 0.56; C -0.66; C 0.07


# 2
Here is the molecule C5H7NO from the Open Molecules 2025 dataset. Energies are from the ωB97M-V functional and the def2-TZVPD basis.

Atoms and positions in Å:
C -0.0673 0.4002 1.6935
C 0.4685 -0.2206 0.4033
C -0.4378 -1.1039 -0.3720
C -0.5058 -0.5719 -1.6566
N 0.2652 0.6246 -1.8586
C 0.8872 0.8537 -0.6398
O 1.6633 1.7558 -0.3831
H -0.2531 -0.3506 2.4676
H -1.0033 0.9361 1.4985
H 0.6679 1.1238 2.0577
H 1.3832 -0.7938 0.6265
H -0.9649 -1.9820 -0.0163
H -0.9799 -1.0381 -2.5170
H -1.1648 0.3071 -1.2649

Properties
spin multiplicity = 1
orbital gap (spin up / spin down) = 7.9 / 7.9 eV
strongest force on any atom = 0.47 eV/Å
charge = 0
total energy = -8832.4248 eV

These are the Mulliken partial charges, in e, on atoms 1 to 4: C -1.28; C 0.42; C -0.47; C -0.25


# 3
Here is the molecule C5H7NO at a distorted geometry from the Open Molecules 2025 dataset. Energies are from the ωB97M-V functional and the def2-TZVPD basis.

Atoms and positions in Å:
C -1.2919 -1.1599 0.0354
C -0.2732 -0.2849 0.6990
C 0.3154 0.8975 -0.0366
N -0.4701 1.9237 -0.4305
C 1.5906 0.5123 -0.2406
C 1.3768 -0.8362 0.3544
O 0.7631 -0.8572 1.5578
H -2.2586 -0.6701 0.0626
H -1.0881 -1.3691 -1.0158
H -1.4091 -2.1116 0.5478
H -0.0600 2.7280 -0.8689
H -1.3716 2.0320 0.0087
H 2.4842 0.9995 -0.5976
H 1.7005 -1.7935 -0.0812

Properties
spin multiplicity = 1
orbital gap (spin up / spin down) = 7.8 / 7.8 eV
SMILES = C[C@]12O[C@@H]1C=C2N
strongest force on any atom = 3.32 eV/Å
charge = 0
total energy = -8831.4790 eV

These are the Mulliken partial charges, in e, on atoms 1 to 4: C -1.34; C 0.21; C 0.54; N -0.43


# 4
Here is the molecule C5H7NO at a distorted geometry from the Open Molecules 2025 dataset. Energies are from the ωB97M-V functional and the def2-TZVPD basis.

Atoms and positions in Å:
O 1.6545 -1.1314 -0.5862
C 0.8355 -1.4489 0.2515
N 0.4281 -0.5888 1.2225
C 0.5885 0.8050 0.8748
C 0.1853 1.0206 -0.8862
C -1.1347 0.4307 -1.0567
C -2.1523 -0.2071 -0.9464
H 0.3106 -2.4128 0.2498
H -0.3119 -0.8910 1.8508
H 1.6237 1.1401 0.9785
H 0.0353 1.3252 1.7015
H 0.2273 2.0862 -1.1239
H 0.8134 0.5499 -1.6910
H -3.1034 -0.6778 -0.8391

Properties
spin multiplicity = 1
orbital gap = 10.5 eV
SMILES = C#CCCNC=O
strongest force on any atom = 1.65 eV/Å
charge = 0
total energy = -8833.0777 eV

These are the Mulliken partial charges, in e, on atoms 1 to 4: O -0.54; C -0.05; N -0.17; C -0.53